## a
Molecular formula: C4H12
Method: DFT, ωB97M-V with the def2-TZVPD basis set

The geometry in XYZ format:
```
16
Properties=species:S:1:pos:R:3
H -1.50368 0.63899 -2.09054
H 0.43015 -1.66490 -1.96641
H -0.90966 -1.37194 -3.03158
C -0.50565 0.31044 -1.76781
H -0.52816 1.67563 2.31179
C -0.28466 0.73097 1.82631
H 1.16591 0.20212 3.43375
H 0.53846 -1.12427 2.62876
H 0.06986 1.24353 -1.75890
C 0.87801 -0.10554 2.41970
H 1.75831 -0.06751 1.77837
H -0.05065 0.93402 0.78941
H 0.79907 -0.68101 -3.22946
H -0.65372 0.10193 -0.70547
H -1.15292 0.07633 1.93077
C -0.05067 -0.89879 -2.56871
```

For the gap between HOMO and LUMO (alpha / beta), the calculation gives 2.793 / 12.044 eV. The spin multiplicity is 2. The LUMO energy (alpha / beta) is 4.384 / 4.585 eV. As for the total charge: -1.



## b
Molecular formula: C4H12
Method: DFT, ωB97M-V with the def2-TZVPD basis set

The geometry in XYZ format:
```
16
Properties=species:S:1:pos:R:3
H -2.73854 -0.83873 -1.79730
C 2.30590 1.30547 0.95604
H 0.28752 2.04530 1.06037
H 2.87311 0.63583 0.30962
H 0.48210 0.76481 -0.09641
H -0.55105 -1.96433 0.02534
H 2.57837 2.31900 0.67965
C 0.79017 1.08789 0.89784
H -2.86111 -1.01919 -0.06234
H -0.12327 -1.13295 -1.44094
C -0.92956 -1.69772 -0.96304
H 2.67350 1.14996 1.96436
H -1.13796 -2.55770 -1.58254
H -1.90457 0.27645 -0.73375
C -2.15685 -0.77537 -0.87241
H 0.41223 0.40127 1.65552
```

For the gap between HOMO and LUMO (alpha / beta), the calculation gives 2.758 / 12.491 eV. The spin multiplicity is 2. The LUMO energy (alpha / beta) is 4.337 / 4.549 eV. As for the total charge: -1.



## c
Molecular formula: C4H12
Method: DFT, ωB97M-V with the def2-TZVPD basis set

The geometry in XYZ format:
```
16
Properties=species:S:1:pos:R:3
C -0.60001 1.41487 0.38031
H 2.23058 -1.26466 0.96033
H -2.78072 1.66824 0.66333
C -2.00601 1.79162 -0.15254
C 1.22983 -1.25491 -0.83350
H 2.08057 -0.54606 -1.14399
H 1.29889 -2.15827 -1.53427
H 0.29342 2.07513 0.06113
H -2.36232 2.66587 -0.54617
H 0.27198 -0.81807 -0.92822
H -2.29586 1.10718 -0.96352
H 1.40563 -2.97606 0.60004
H 0.56998 -1.46219 1.21985
H -0.44427 1.27855 1.50057
C 1.43159 -1.88367 0.64092
H -0.32327 0.36243 0.07571
```

For the gap between HOMO and LUMO (alpha / beta), the calculation gives 2.639 / 11.624 eV. The spin multiplicity is 2. The LUMO energy (alpha / beta) is 4.180 / 4.255 eV. As for the total charge: -1.



The relative energies come out as a 9.6; b 0.0; c 32.2, with values in kcal/mol.



## a
Molecular formula: C4H12
Method: DFT, ωB97M-V with the def2-TZVPD basis set

The geometry in XYZ format:
```
16
Properties=species:S:1:pos:R:3
H 1.78821 0.62324 -2.38863
H 0.08124 -2.02436 1.06410
H 0.60191 1.81876 -2.56201
H -2.83462 -1.05748 1.42477
H -0.97208 -2.51659 2.36509
C -0.97186 -2.19081 1.32394
C 1.66386 1.95862 -0.64595
H 1.40402 1.45662 0.28888
H 2.75137 1.98728 -0.68343
C 1.05079 1.17310 -1.79745
C -1.78970 -0.91849 1.13903
H 0.36335 0.38447 -1.50561
H -1.76389 -0.56830 0.10393
H -1.33691 -3.00568 0.69888
H 1.33221 2.99693 -0.58538
H -1.36789 -0.11732 1.75985
```

For the gap between HOMO and LUMO (alpha / beta), the calculation gives 2.933 / 12.378 eV. The spin multiplicity is 2. The LUMO energy (alpha / beta) is 4.464 / 4.450 eV. As for the total charge: -1.



## b
Molecular formula: C4H12
Method: DFT, ωB97M-V with the def2-TZVPD basis set

The geometry in XYZ format:
```
16
Properties=species:S:1:pos:R:3
H -0.88721 -0.41696 1.73379
H 0.48994 -0.90443 0.75699
H -0.00466 -3.33746 1.31688
H 0.41474 1.04087 -2.83660
C -0.15575 -1.21965 1.57986
H -1.47703 -2.62443 0.51900
C 0.49560 2.62276 -1.30898
C -0.79272 -2.58149 1.36930
H 0.52620 2.67410 -0.21669
H 1.33834 0.63212 -1.33319
H 1.35044 3.18741 -1.68840
H -0.39348 0.71474 -1.26420
C 0.47467 1.15512 -1.75704
H 0.47148 -1.18910 2.48264
H -1.40979 -2.86196 2.23841
H -0.44076 3.10837 -1.59179
```

For the gap between HOMO and LUMO (alpha / beta), the calculation gives 2.768 / 12.512 eV. The spin multiplicity is 2. The LUMO energy (alpha / beta) is 4.290 / 4.505 eV. As for the total charge: -1.



The relative energies come out as a 1.6; b 0.0, with values in kcal/mol.



## a
Molecular formula: C4H12
Method: DFT, ωB97M-V with the def2-TZVPD basis set

The geometry in XYZ format:
```
16
Properties=species:S:1:pos:R:3
H -1.53860 2.10174 0.25634
H -0.60765 1.73633 -1.11930
H 1.71374 -1.37030 2.35546
H 1.53810 0.10473 -0.18019
H 0.37878 -1.24249 1.17170
H 1.62450 -2.51683 1.12061
H -2.30291 2.32983 -1.19402
C -2.05137 0.17152 -1.06214
C -1.64202 1.60856 -0.72290
H -1.14699 -0.37017 -1.38453
C 1.46744 -1.43735 1.27690
C 2.24236 -0.36955 0.50060
H -2.40388 -0.47430 -0.25578
H 3.03519 -0.74782 -0.16311
H -2.90882 0.03315 -1.72697
H 2.60214 0.44294 1.12732
```

For the gap between HOMO and LUMO (alpha / beta), the calculation gives 2.954 / 11.710 eV. The spin multiplicity is 2. The LUMO energy (alpha / beta) is 4.455 / 4.417 eV. As for the total charge: -1.



## b
Molecular formula: C4H12
Method: DFT, ωB97M-V with the def2-TZVPD basis set

The geometry in XYZ format:
```
16
Properties=species:S:1:pos:R:3
H 1.18703 1.14274 3.16596
C -1.71295 -1.61864 -1.08571
H -0.54291 -1.79149 -2.95543
H -2.42952 -0.88838 -0.77010
H 0.25026 1.89158 0.50183
H -2.28702 -2.48417 -1.26575
H 1.50977 0.54629 0.34007
H 2.68997 1.17588 2.15958
H -1.12030 -0.13030 -2.55848
H -0.01790 0.58492 1.33096
C 0.81685 1.07939 0.95762
H 0.19820 -0.76072 -1.70813
H -1.08536 -1.94336 -0.29116
C 1.62457 1.60058 2.26334
H 1.76632 2.68713 2.17706
C -0.74822 -1.06634 -2.15632
```

For the gap between HOMO and LUMO (alpha / beta), the calculation gives 2.741 / 12.081 eV. The spin multiplicity is 2. The LUMO energy (alpha / beta) is 4.307 / 4.394 eV. As for the total charge: -1.



## c
Molecular formula: C4H12
Method: DFT, ωB97M-V with the def2-TZVPD basis set

The geometry in XYZ format:
```
16
Properties=species:S:1:pos:R:3
H -1.23855 -2.08394 0.93586
C -1.03079 -0.99640 0.86056
H -0.30576 0.50763 -2.41716
C 1.33514 1.08522 -1.02471
H 1.59952 0.27429 -0.35323
C 0.69427 0.32101 -2.19694
C -1.02648 -0.37467 2.28065
H 0.61626 1.68749 -0.33637
H 1.25045 0.46311 -3.12828
H -0.95096 -1.08021 3.08748
H -1.85183 -0.50143 0.37221
H -1.84193 0.36810 2.62730
H 2.31533 1.48658 -1.16381
H 0.75144 -0.76696 -1.92130
H -0.14390 0.31584 2.27050
H -0.03292 -0.88141 0.50940
```

For the gap between HOMO and LUMO (alpha / beta), the calculation gives 2.831 / 11.795 eV. The spin multiplicity is 2. The LUMO energy (alpha / beta) is 4.349 / 4.370 eV. As for the total charge: -1.



The relative energies come out as a 0.0; b 3.7; c 6.9, with values in kcal/mol.



## a
Molecular formula: C2H12N2O3
Method: DFT, ωB97M-V with the def2-TZVPD basis set

The geometry in XYZ format:
```
19
Properties=species:S:1:pos:R:3
C -0.28847 -0.86919 -0.68930
O -2.98757 1.47726 -1.67422
H 0.00697 0.16483 -0.66629
H -1.47389 -4.26136 0.33206
H -2.14313 -2.50809 1.53435
H -2.58217 0.65654 -1.37840
H 5.48935 0.49338 0.60665
H 0.57123 -1.54332 -0.59072
H -0.99581 -3.30884 -0.96588
H -0.78258 -1.13845 -1.63143
O 4.53238 0.59396 0.64321
H 0.77936 3.78291 1.06042
C -1.49153 -2.28073 0.69562
H -2.90224 2.09053 -0.93838
H 2.24518 4.17612 1.24715
H 4.17125 -0.05620 0.01965
O 1.42635 4.45079 0.81746
N -1.20427 -1.08405 0.42476
N -0.99128 -3.42807 0.04180
```

For the gap between HOMO and LUMO, the calculation gives 10.237 eV. Its SMILES is C/N=C\N.O.O.O. The spin multiplicity is 1. The LUMO energy is 0.507 eV.



## b
Molecular formula: C2H12N2O3
Method: DFT, ωB97M-V with the def2-TZVPD basis set

The geometry in XYZ format:
```
19
Properties=species:S:1:pos:R:3
O -2.94381 0.17463 0.98328
N 1.40077 -0.41103 1.69013
H -0.24792 -0.22621 -2.64289
H 0.61331 -1.65606 -0.49520
O -1.04968 0.07734 -2.19414
H -0.18111 0.20049 0.25861
O 0.49436 2.60958 -1.51586
H -2.36570 -0.02325 0.23628
H -0.87245 0.93355 -1.78882
H 1.00838 2.43768 -0.72908
H 1.36330 0.99982 0.22244
H 1.04531 3.18359 -2.08194
H 0.27600 1.34129 1.51627
H 0.61242 -3.21445 0.41812
H 1.48349 -2.39271 2.24350
C 1.25253 -1.64756 1.48216
C 0.63797 0.52842 0.88158
H -3.32640 -0.67820 1.21637
N 0.79924 -2.23692 0.29918
```

For the gap between HOMO and LUMO, the calculation gives 9.339 eV. Its SMILES is C/N=C\N.O.O.O. The spin multiplicity is 1. The LUMO energy is 0.483 eV.



The relative energies come out as a 0.0; b 3.6, with values in kcal/mol.